Below is the ion CH4N3 with charge +1, with properties calculated with ωB97M-V with the def2-TZVPD basis set.

Computed properties:
HOMO-LUMO gap   0.407 Eh
Relative energy (zero: lowest compared OMol25 entry of this formula, charge and spin)   4.974 eV
Charge   +1
F_max   5.0 eV Å⁻¹
SMILES string   [NH3+]N1C=N1
Lowest unoccupied orbital energy   -0.180 Ha

Last column: Mulliken charge in e.
Cartesian coordinates (Å):
N: 0.14367 -0.20734 0.99185  -0.34
N: -0.67215 -0.17759 -0.21050  -0.21
C: -0.12480 0.20306 -1.50298  0.24
N: -0.56272 1.25750 -0.93810  -0.24
H: 1.22472 -0.40828 0.95027  0.41
H: -0.01690 -1.04113 1.74542  0.43
H: 0.00907 0.70109 1.44804  0.39
H: -0.00089 -0.32732 -2.48400  0.33

=====

Below is a cluster of 2 separate species, CH4N3O in total, with properties calculated with ωB97M-V with the def2-TZVPD basis set.

Computed properties:
HOMO-LUMO gap (alpha / beta)   0.397 / 0.232 Eh
Relative energy (zero: lowest compared OMol25 entry of this formula, charge and spin)   4.561 eV
Charge   +1
F_max   2.1 eV Å⁻¹
Lowest unoccupied orbital energy (alpha / beta)   -0.152 / -0.237 Ha

Last column: Mulliken charge in e.
Cartesian coordinates (Å):
C: 0.31565 0.01250 0.63207  0.25
N: 1.12570 1.16772 3.15296  0.21
N: -0.26173 1.07416 0.19907  -0.28
N: 0.55217 -1.17710 0.17258  -0.27
O: 1.87377 0.35469 3.37874  -0.09
H: -0.34368 1.86478 0.86425  0.31
H: -0.49036 1.37683 -0.77795  0.28
H: 1.30010 -1.68811 0.70893  0.32
H: -0.11221 -1.70819 -0.35405  0.27

=====

Below is the ion CH4N3O2 with charge -1, with properties calculated with ωB97M-V with the def2-TZVPD basis set.

Computed properties:
HOMO-LUMO gap (alpha / beta)   0.232 / 0.232 Eh
Relative energy (zero: lowest compared OMol25 entry of this formula, charge and spin)   4.610 eV
Charge   -1
F_max   7.3 eV Å⁻¹
SMILES string   C[N-][N+](=O)[N-]O
Lowest unoccupied orbital energy (alpha / beta)   0.158 / 0.158 Ha

Last column: Mulliken charge in e.
Cartesian coordinates (Å):
C: -1.64204 0.04364 -0.18447  -0.67
N: -0.53649 0.94426 -0.23636  -0.75
N: 0.49465 0.25050 0.05270  1.05
O: 0.64921 -0.95009 0.34618  -0.82
N: 1.83100 1.09214 0.01963  -0.46
O: 2.85614 0.10915 0.27599  -0.43
H: -2.55528 0.60551 -0.30682  0.34
H: -1.76275 -0.92860 -0.82703  0.19
H: -1.77757 -0.34021 0.83526  0.24
H: 2.44313 -0.82630 0.02492  0.31

=====

Below is a cluster of 2 separate species, CH4N3O3 in total, with properties calculated with ωB97M-V with the def2-TZVPD basis set.

Computed properties:
HOMO-LUMO gap (alpha / beta)   0.289 / 0.294 Eh
Relative energy (zero: lowest compared OMol25 entry of this formula, charge and spin)   2.034 eV
Charge   -1
F_max   3.9 eV Å⁻¹
Lowest unoccupied orbital energy (alpha / beta)   0.163 / 0.163 Ha

Last column: Mulliken charge in e.
Cartesian coordinates (Å):
C: 1.56088 0.77378 -0.01078  0.65
N: -1.43731 0.06244 0.57724  -0.36
N: -0.78654 -0.59149 -0.32212  -0.43
N: 1.02889 -0.40935 0.65245  -0.16
O: 0.98073 1.85584 0.26334  -0.71
O: 2.65335 0.55318 -0.62802  -0.80
O: 1.73444 -1.51982 0.48855  -0.38
H: -1.10116 1.02262 0.79073  0.31
H: -1.38685 -0.47646 1.37405  0.29
H: -0.65231 0.03696 -1.07954  0.25
H: 2.48292 -1.30272 -0.13065  0.34

=====

Below is an isolated molecule of CH4N3P, with properties calculated with ωB97M-V with the def2-TZVPD basis set.

Computed properties:
HOMO-LUMO gap (alpha / beta)   0.275 / 0.297 Eh
Relative energy (zero: lowest compared OMol25 entry of this formula, charge and spin)   1.980 eV
F_max   2.7 eV Å⁻¹
2S+1   3
⟨S²⟩   2.01
Lowest unoccupied orbital energy (alpha / beta)   0.032 / -0.054 Ha

Last column: Löwdin spin population.
Cartesian coordinates (Å):
C: 0.63115 -0.12436 -0.95142  0.08
N: -0.81662 -0.14358 -1.17001  0.78
N: -1.58960 0.25200 -0.03834  0.63
N: -0.86311 0.39489 1.02599  0.36
P: 0.86357 0.13048 0.95626  0.05
H: 1.20464 -0.92318 -1.54384  0.02
H: 0.93777 0.85287 -1.49846  0.05
H: -1.38173 0.80320 1.83436  0.00
H: 1.01393 -1.24231 1.38546  0.03

=====

Below is a cluster of 2 separate species, CH4N4S in total, with properties calculated with ωB97M-V with the def2-TZVPD basis set.

Computed properties:
HOMO-LUMO gap   0.353 Eh
Relative energy (zero: lowest compared OMol25 entry of this formula, charge and spin)   0.281 eV
F_max   2.9 eV Å⁻¹
SMILES string   [H]/N=N/SC.N#N
Lowest unoccupied orbital energy   0.025 Ha

Last column: Mulliken charge in e.
Cartesian coordinates (Å):
H: -0.70406 2.52511 1.43331  0.23
N: -0.42608 2.58202 0.47347  -0.70
N: -0.25900 1.40427 0.13829  0.33
S: 0.33576 0.88398 -1.26391  0.03
C: 0.18764 -0.93526 -0.77636  -0.69
H: 0.02050 -0.89660 0.35249  0.25
H: 1.03903 -1.52669 -1.16908  0.31
H: -0.63687 -1.52140 -1.31733  0.24
N: -3.56782 0.67442 -0.02174  -0.14
N: -2.64879 0.38934 0.52538  0.14